The following is a quantum chemistry calculation of a cluster of 2 separate species, C5H8ClN2O3 in total at a distorted geometry, from OMol25.

Computed properties:
**Kohn-Sham gap (alpha / beta)**: 9.19 / 7.13 eV
**ΔE to the lowest compared entry with this formula, charge and spin**: 0.7656 eV
**HOMO energy (alpha / beta)**: -9.705 / -9.700 eV
**2S+1**: 2
**Expectation value of S²**: 0.769
**Total energy**: -990.5372 hartree
**Charge**: 0

Each line ends with the Mulliken charge.
Geometry (Å):
C  1.334628  0.977049  0.590063  -0.7191
C  0.270049  0.974220  1.469251  0.0551
C  -1.186071  0.949000  1.151849  0.5407
O  -1.985299  1.344014  2.004714  -0.6629
H  2.337558  1.070393  1.009075  0.4682
Cl  1.190580  2.029668  -0.828541  -0.1467
H  0.518358  0.864345  2.526355  0.3396
N  -1.587409  0.480209  -0.038282  -0.0308
C  -2.984246  0.347551  -0.386643  -0.9355
H  -0.897232  0.067845  -0.654937  0.1690
H  -3.514860  -0.215839  0.391946  0.3080
H  -3.467637  1.329989  -0.490794  0.2855
H  -3.057789  -0.181433  -1.342437  0.3548
C  1.926202  -1.387659  -0.702864  -0.5826
H  2.557307  -1.261870  -1.580368  0.3645
H  2.391060  -1.619859  0.254056  0.3454
N  0.721291  -2.110567  -0.943682  0.8585
O  0.455735  -2.416165  -2.098750  -0.5377
O  -0.118893  -2.098426  -0.049550  -0.4740

Forces on the atoms, in the same order (eV/Å):
C -1.5 2.6 1.8
C 1.8 -1.3 -1.3
C -0.9 0.8 1.0
O 0.5 -0.2 -0.5
H -0.2 -0.5 -0.3
Cl 0.1 -1.0 -0.3
H -0.2 -0.4 -0.3
N 0.7 -0.2 -0.6
C -0.3 0.0 0.0
H -0.3 0.2 0.3
H 0.1 0.1 -0.2
H 0.2 -0.3 0.1
H 0.0 0.1 0.3
C 1.1 -1.6 0.2
H -0.4 0.3 0.1
H -0.3 0.4 -0.1
N -1.3 2.0 -0.7
O 0.5 -0.5 0.1
O 0.5 -0.7 0.5